Below is C3H7NO in the gas phase in a non-equilibrium geometry, with properties calculated with ωB97M-V with the def2-TZVPD basis set.

```
12
Properties=species:S:1:pos:R:3:mulliken_charge:R:1
O 1.8597 -1.0934 -0.0081 -0.510
C 1.0504 -0.0887 0.5984 -0.689
C -0.4294 -0.1808 0.1907 0.382
C -0.8378 0.3584 -1.0628 -0.548
N -1.0525 1.1571 0.2062 -0.618
H 1.8671 -1.8392 0.6641 0.315
H 1.3139 0.8686 0.1396 0.336
H 1.1413 -0.0518 1.6754 0.301
H -1.1038 -1.0331 0.4749 0.333
H -1.6720 -0.0436 -1.5846 0.277
H -0.1263 0.7566 -1.8034 0.196
H -2.0106 1.1900 0.5094 0.226
```

Energy relative to the best compared isomer or geometry (same formula, charge and spin) (kcal/mol): 56.64
F_max (eV/Å): 2.390
M (g mol⁻¹): 73.1
Total energy (a.u.): -248.43623
Net charge: 0
Structure (SMILES): OC[C@@H]1CN1
Orbital gap (eV): 10.71